[1]
31
Properties=species:S:1:pos:R:3:forces:R:3 method="wB97M-V/def2-TZVPD" e_tot_ha=-764.59271 orbital_gap_ha=0.398 lumo_energy_ev=-3.1 total_charge=+1 de_lowest_kcal_mol=119.9
O -1.7368 -2.4026 -1.6688 0.162 -1.193 0.033
H -3.6876 -0.9244 0.4963 -0.145 -0.329 0.264
H -0.9472 1.3297 -0.3598 2.628 1.095 -1.469
O 1.4963 -0.5092 0.5473 5.463 0.512 0.308
H -0.3805 -2.1307 1.4743 0.354 -4.075 -1.042
H 0.7608 -0.7603 1.0337 -1.859 -1.001 1.584
O -0.1083 1.7727 -0.8209 0.971 -1.776 0.689
H 1.9515 4.1180 0.5956 -0.214 2.545 -0.255
H 0.3696 1.2901 -1.6698 -1.637 -0.832 -0.887
O -1.1939 -0.8351 3.5236 2.320 -3.507 1.208
H -2.0672 -0.7086 3.7297 -3.422 0.240 0.993
H -2.3783 -1.6841 -1.7994 -0.229 -1.025 -0.065
O -3.5237 -0.1096 0.0246 -0.687 2.089 0.894
H 2.3516 -0.7178 1.1621 -3.366 0.755 -2.047
H -0.9780 -0.1423 2.9966 1.160 3.395 -2.320
O 2.6311 -1.1609 -2.0652 -0.686 0.921 -0.099
H 1.4291 -0.2425 -2.2376 -0.188 2.108 -1.484
H 3.2619 -1.5671 -2.6365 0.634 -0.511 -0.544
O -0.1456 -3.1264 1.1609 1.860 4.318 5.715
H 0.2366 -0.3099 -3.0281 -0.439 1.329 -0.256
H -0.5629 -3.2538 0.3880 -2.518 -0.407 -4.515
O 0.7934 0.4626 -2.7602 0.791 -2.854 1.743
H -4.0334 0.6060 0.5355 1.028 -1.734 -1.197
H -2.0827 -3.3311 -1.8422 0.054 2.289 0.090
O -0.2869 2.5704 1.2426 -14.038 -11.000 8.768
H 2.6284 -1.5537 -1.2109 0.132 -0.752 1.067
O 2.1662 3.2245 0.6407 -3.251 -2.156 -0.325
H 3.0618 3.1516 0.7077 3.852 -0.220 0.300
H 0.2245 3.1411 1.1075 12.722 13.178 -4.186
H 0.7122 1.6347 -0.2113 -1.932 0.492 -0.259
H -0.6044 2.9649 2.1721 0.483 -1.890 -2.705

[2]
16
Properties=species:S:1:pos:R:3:forces:R:3 method="wB97M-V/def2-TZVPD" e_tot_ha=-835.63854 orbital_gap_ha=0.245 lumo_energy_ev=3.4 total_charge=-1 de_lowest_kcal_mol=33.4
C 2.2800 -0.3634 -0.9152 -1.188 -1.828 0.715
C 1.1050 -0.2894 -0.2600 1.720 -1.220 0.149
C 0.4363 -1.5427 -0.0534 0.086 0.727 -1.111
N -0.0873 -2.5463 -0.1918 -0.423 -1.482 0.539
C 0.5233 0.8695 0.3467 -1.107 3.229 0.242
S -0.8171 1.5760 -0.9035 2.039 1.092 0.636
C -1.7043 0.1717 -1.0022 0.571 1.482 -1.110
C -2.6512 -0.0441 -0.0869 -2.934 -1.373 1.820
O -3.1026 0.5681 0.9083 0.926 -0.127 -0.666
O -3.2658 -1.3006 -0.3432 -0.269 -0.751 2.358
H 2.9251 0.4366 -0.9844 1.055 1.914 -0.292
H 2.6902 -1.3177 -1.2400 -0.364 0.136 -0.080
H -0.1807 0.6903 1.1938 1.058 0.004 -0.405
H 1.2847 1.6974 0.5175 -0.982 -1.050 0.034
H -1.3863 -0.5103 -1.7251 -0.132 -1.217 -0.790
H -3.4409 -1.5910 0.6120 -0.057 0.464 -2.040